Record 1
ORCA calculation (wB97M-V/def2-TZVPD) on a molecular structure, C16H24AsF7MnO12.

HOMO level (spin up / spin down) = -8.7 / -9.5 eV
LUMO (spin up / spin down) = -0.11 / -0.11 eV
energy relative to the best compared isomer or geometry (same formula, charge and spin) = 330.7 kJ/mol
largest force on an atom = 5.1 eV/Å
multiplicity = 6

```
61
Properties=species:S:1:pos:R:3:forces:R:3:mulliken_charge:R:1
Mn -19.439 9.249 -2.819 -2.3 -0.2 1.7 1.591
As -18.750 12.301 -4.727 1.1 3.1 0.0 1.984
F -20.405 12.572 -4.207 1.0 0.0 -0.7 -0.472
F -18.694 13.753 -5.750 -0.4 -1.3 0.8 -0.504
F -17.037 12.004 -5.133 -1.6 -0.3 0.4 -0.490
F -18.766 10.981 -3.544 0.7 -0.1 -0.3 -0.556
F -19.284 11.280 -6.097 0.7 0.9 1.5 -0.470
F -18.130 13.315 -3.294 -0.9 -1.3 -1.9 -0.534
F -20.769 9.686 -1.372 1.1 -0.3 -1.2 -0.814
C -16.331 4.372 -3.748 -0.2 -0.8 0.8 -1.381
C -16.177 5.670 -4.454 0.6 -0.5 -1.9 0.444
C -16.767 5.789 -5.910 0.6 -1.6 1.4 -0.461
O -17.662 6.866 -5.801 -0.1 0.5 -0.4 -0.310
C -17.612 7.399 -4.568 0.2 -0.6 -0.9 0.641
O -18.203 8.380 -4.262 -0.2 0.5 0.0 -0.528
O -16.842 6.694 -3.763 0.4 0.5 0.9 -0.276
H -17.332 4.180 -3.363 -0.1 0.2 -0.1 0.273
H -15.639 4.404 -2.907 -0.1 -0.2 0.2 0.352
H -16.053 3.509 -4.354 0.1 0.2 -0.2 0.424
H -15.098 5.816 -4.503 0.0 0.8 0.1 0.232
H -17.268 4.844 -6.122 -0.6 0.2 -0.2 0.298
H -15.991 5.865 -6.672 -0.2 0.8 0.0 0.299
C -18.073 3.326 -0.205 -0.8 -1.3 -0.2 -1.519
C -18.416 4.699 0.324 1.2 0.9 -0.9 0.305
C -17.204 5.323 1.043 -2.0 -1.7 0.9 -0.518
O -17.206 6.659 0.651 -0.1 1.9 -0.6 -0.360
C -18.097 6.854 -0.364 -0.5 2.9 -2.8 0.462
O -18.396 7.900 -1.007 2.0 -3.6 3.1 -0.458
O -18.589 5.686 -0.718 -1.1 -1.0 -0.9 -0.167
H -18.303 2.510 0.481 0.1 0.4 0.8 0.391
H -17.025 3.177 -0.464 0.0 0.5 0.0 0.317
H -18.658 2.927 -1.034 -0.2 0.8 -0.4 0.342
H -19.270 4.853 0.983 -0.3 -0.9 -0.3 0.393
H -16.306 4.735 0.852 0.3 0.7 0.1 0.371
H -17.625 5.210 2.042 1.5 0.5 0.7 0.347
C -22.819 4.266 -6.094 0.4 0.9 0.9 -1.404
C -22.824 5.530 -5.106 0.6 -1.3 -2.4 1.034
C -23.345 5.241 -3.747 0.1 1.2 0.4 -0.438
O -22.456 6.031 -2.899 0.1 0.0 0.4 -0.333
C -21.390 6.507 -3.602 -0.3 1.2 0.4 0.482
O -20.536 7.282 -3.174 -2.1 -2.8 -1.1 -0.083
O -21.520 6.046 -4.861 1.6 0.3 -0.3 -0.284
H -23.652 4.271 -6.797 -0.2 0.1 0.4 0.369
H -22.820 3.359 -5.490 -0.2 -0.1 -0.1 0.344
H -21.935 4.180 -6.726 0.2 0.5 0.2 0.358
H -23.374 6.349 -5.569 0.0 0.0 -0.1 -0.362
H -23.345 4.188 -3.463 0.0 0.2 0.2 0.357
H -24.328 5.710 -3.776 -0.2 -0.5 1.0 0.282
C -25.139 8.834 -6.793 1.7 0.5 -1.2 -1.500
C -23.830 9.709 -6.779 0.1 -0.3 0.4 0.543
C -23.953 10.883 -5.885 0.1 2.2 1.6 -0.637
O -22.752 10.909 -5.117 -0.3 1.5 1.0 -0.317
C -22.008 9.878 -5.389 1.0 0.6 2.3 0.615
O -20.965 9.620 -4.870 0.6 -0.4 0.3 -0.421
O -22.629 9.104 -6.196 -1.9 -3.5 -3.2 -0.303
H -25.910 9.449 -7.257 -0.1 0.2 0.3 0.439
H -25.481 8.458 -5.829 0.3 0.2 0.0 0.346
H -24.993 8.026 -7.510 0.0 -0.3 0.2 0.364
H -23.492 10.121 -7.730 -0.5 -0.8 -0.5 0.298
H -24.793 10.835 -5.192 -0.1 0.0 0.0 0.293
H -23.881 11.881 -6.317 -0.9 -0.2 -0.7 0.306
```
Positions in Å, forces in eV/Å.

Record 2
ORCA calculation (wB97M-V/def2-TZVPD) on a molecular structure, C16H24BLaN5S3Si.

HOMO level = -11.2 eV
LUMO = -3.83 eV
energy relative to the best compared isomer or geometry (same formula, charge and spin) = 31.0 kJ/mol
largest force on an atom = 1.0 eV/Å
total charge = +1

```
51
Properties=species:S:1:pos:R:3:forces:R:3:mulliken_charge:R:1
La 0.097 1.254 -1.318 0.1 -0.2 0.8 1.477
C -0.603 -6.124 -0.920 -0.3 0.6 0.0 -1.127
Si -1.249 -4.338 -0.981 -0.2 -0.1 0.1 0.095
C -2.296 -3.988 -2.535 0.2 -0.2 0.5 -1.049
C -2.209 -3.881 0.604 0.3 -0.2 -0.6 -0.937
C 0.324 -3.250 -1.015 -0.3 -0.2 0.0 0.020
C 1.604 -3.750 -0.847 -0.1 0.2 0.0 -0.091
C 2.702 -2.895 -0.811 0.2 0.2 -0.1 -0.817
C 2.495 -1.547 -1.004 0.2 -0.2 0.0 -0.280
N 1.274 -1.033 -1.208 0.1 0.1 0.0 -0.556
C 0.213 -1.869 -1.183 0.3 0.4 -0.1 0.856
S -1.350 -1.128 -1.402 -0.5 0.8 -0.3 -0.506
H -1.436 -6.817 -0.911 -0.2 -0.2 0.0 0.332
H -0.021 -6.310 -0.022 0.1 0.0 0.2 0.331
H 0.015 -6.370 -1.779 0.1 0.0 -0.2 0.347
H -3.034 -4.770 -2.680 -0.1 -0.3 0.0 0.368
H -1.691 -3.932 -3.436 0.2 0.0 -0.1 0.358
H -2.835 -3.050 -2.441 0.0 0.0 0.0 0.313
H -2.968 -4.629 0.811 -0.1 -0.2 0.0 0.420
H -2.716 -2.926 0.498 0.0 0.1 -0.1 0.180
H -1.561 -3.823 1.474 0.2 0.0 0.1 0.350
H 1.754 -4.813 -0.749 0.1 -0.2 0.1 0.421
H 3.699 -3.273 -0.654 0.1 0.0 0.0 0.401
H 3.321 -0.844 -1.017 0.0 0.0 0.0 0.390
C 3.136 3.757 -1.845 0.0 -0.1 -0.6 -0.714
N 2.738 3.873 -0.471 -0.5 -0.1 0.5 0.278
C 3.537 3.830 0.640 0.2 0.0 0.5 -0.395
C 2.721 3.992 1.714 0.5 -0.1 -0.1 -0.562
N 1.440 4.134 1.275 0.2 0.1 -0.5 0.166
B 0.208 4.450 2.160 -0.1 -0.2 -0.2 0.533
N -0.970 3.509 1.748 -0.2 -0.5 0.1 0.261
C -2.271 3.906 1.686 -0.4 -0.1 0.0 -0.675
C -3.061 2.805 1.570 -0.1 0.5 0.1 -0.358
N -2.230 1.720 1.550 0.4 0.6 -0.3 0.262
C -2.621 0.336 1.596 0.0 -0.8 0.1 -0.445
C -0.956 2.179 1.637 0.2 -0.2 -0.2 -0.516
S 0.418 1.143 1.467 0.3 -0.3 -0.1 -0.354
C 1.462 4.057 -0.052 -0.4 0.1 -0.6 -0.561
S 0.120 4.185 -1.139 -0.1 -0.3 -0.3 -0.308
H 4.215 3.638 -1.912 0.0 0.0 0.1 0.317
H 2.837 4.650 -2.399 0.0 -0.2 0.0 0.339
H 2.651 2.882 -2.317 0.3 0.4 0.1 0.179
H 4.597 3.695 0.576 0.2 0.0 0.0 0.480
H 2.959 4.015 2.755 0.1 0.0 0.3 0.509
H 0.488 4.205 3.283 0.2 0.0 0.4 -0.142
H -0.136 5.562 1.956 -0.2 0.4 0.0 -0.141
H -2.533 4.942 1.723 -0.1 0.2 0.1 0.525
H -4.124 2.709 1.482 -0.2 0.0 0.1 0.484
H -3.680 0.254 1.366 0.0 0.1 0.0 0.302
H -2.436 -0.066 2.595 -0.1 0.0 -0.1 0.317
H -2.039 -0.257 0.880 -0.3 0.2 0.2 -0.078
```
Positions in Å, forces in eV/Å.

Record 3
ORCA calculation (wB97M-V/def2-TZVPD) on a molecular structure, C16H24BiN3O4S.

HOMO level = -8.3 eV
LUMO = -0.14 eV
energy relative to the best compared isomer or geometry (same formula, charge and spin) = 23.5 kJ/mol
largest force on an atom = 0.9 eV/Å

```
49
Properties=species:S:1:pos:R:3:forces:R:3:mulliken_charge:R:1
Bi 0.385 -1.833 -1.330 0.2 -0.4 -0.3 1.086
O 3.923 -1.941 1.166 0.1 0.0 0.2 -0.672
C 2.839 -1.857 0.629 0.0 0.1 0.4 0.450
O 2.563 -2.075 -0.598 -0.6 0.0 -0.7 -0.656
C 1.631 -1.452 1.477 0.5 -0.1 0.3 0.059
C 1.696 -1.253 2.846 0.0 0.0 -0.2 -0.348
C 0.540 -0.895 3.523 0.0 -0.1 -0.2 -0.501
C -0.642 -0.742 2.813 0.0 0.0 -0.1 -0.563
C -0.635 -0.975 1.447 -0.5 0.2 0.3 0.219
N 0.483 -1.321 0.831 0.0 0.0 0.2 0.150
C -1.895 -0.899 0.581 0.1 0.1 0.6 0.545
O -2.924 -0.517 1.093 -0.2 0.1 0.1 -0.706
O -1.723 -1.293 -0.622 0.5 -0.2 -0.6 -0.741
H 2.643 -1.388 3.343 0.1 0.0 0.0 0.571
H 0.559 -0.752 4.594 0.0 0.1 0.1 0.467
H -1.568 -0.461 3.288 -0.1 0.0 0.0 0.592
C -2.066 3.954 0.319 0.2 -0.1 0.1 -1.058
C -0.711 3.639 0.946 -0.5 -0.1 0.2 -0.548
N 0.390 3.850 0.029 0.4 0.3 -0.4 -0.081
C 0.730 2.965 -0.923 0.4 0.0 0.0 0.438
S 0.005 1.468 -1.024 -0.4 -0.5 -0.1 -0.508
N 1.721 3.256 -1.795 0.1 0.1 -0.1 -0.140
C 2.350 4.533 -2.050 -0.1 0.3 -0.1 -0.672
C 1.554 5.390 -3.035 0.2 -0.1 0.2 -0.900
H -2.857 3.756 1.036 -0.1 0.0 0.1 0.373
H -2.220 3.312 -0.544 -0.1 0.0 -0.1 0.270
H -2.127 4.995 0.007 0.0 0.1 0.0 0.359
H -0.700 2.590 1.252 0.1 0.2 0.1 0.198
H -0.533 4.268 1.822 0.0 -0.1 0.0 0.371
H 0.760 4.786 -0.026 0.0 0.0 0.0 0.228
H 1.837 2.562 -2.521 -0.1 0.0 0.3 0.239
H 3.338 4.325 -2.469 0.0 0.1 0.2 0.357
H 2.496 5.071 -1.109 0.1 -0.1 0.0 0.294
H 1.439 4.862 -3.978 0.0 0.0 -0.1 0.288
H 2.077 6.324 -3.219 0.0 0.1 -0.1 0.357
H 0.563 5.610 -2.645 -0.1 0.0 0.0 0.258
C -1.177 -5.747 0.481 -0.1 0.3 0.0 -1.664
C -1.229 -4.354 -0.148 0.0 -0.2 -0.1 1.629
C -2.286 -4.284 -1.247 0.1 0.0 0.3 -1.559
C 0.139 -3.995 -0.703 -0.2 0.5 0.1 -1.533
H -2.177 -6.083 0.738 -0.1 -0.1 0.1 0.426
H -0.574 -5.734 1.385 0.1 -0.1 0.1 0.405
H -0.744 -6.460 -0.215 0.1 -0.2 -0.1 0.354
H -1.503 -3.644 0.640 0.0 0.0 0.0 -0.227
H -1.977 -4.860 -2.116 0.0 -0.2 -0.1 0.339
H -2.444 -3.251 -1.544 -0.2 0.0 -0.1 0.349
H -3.228 -4.690 -0.884 -0.2 0.0 -0.1 0.396
H 0.356 -4.603 -1.575 0.1 -0.1 -0.2 0.595
H 0.924 -4.154 0.031 0.2 0.0 0.1 0.416
```
Positions in Å, forces in eV/Å.

Record 4
ORCA calculation (wB97M-V/def2-TZVPD) on a molecular structure, C16H24Cl3HgN2O3P2.

HOMO level (spin up / spin down) = -6.9 / -8.4 eV
LUMO (spin up / spin down) = -0.25 / -0.33 eV
largest force on an atom = 0.6 eV/Å
multiplicity = 2

```
51
Properties=species:S:1:pos:R:3:forces:R:3:mulliken_charge:R:1
Hg -0.767 0.407 -0.343 0.5 0.0 0.4 1.954
C -1.106 1.065 3.603 0.1 0.0 0.0 -1.417
P -0.312 0.037 2.322 -0.2 0.0 0.1 0.726
C -0.578 -1.665 2.926 0.0 0.0 -0.1 -1.278
C 1.487 0.257 2.582 0.0 0.0 -0.1 0.203
C 2.009 0.235 3.875 0.0 0.0 0.0 -0.385
C 3.370 0.333 4.102 0.0 0.0 0.0 -0.783
C 4.239 0.450 3.026 0.0 0.0 0.0 -0.822
C 3.737 0.485 1.738 0.0 0.0 0.0 -0.540
C 2.365 0.398 1.493 -0.1 0.0 0.0 0.256
P 1.787 0.532 -0.245 0.0 0.2 0.1 0.773
C 2.999 -0.404 -1.223 -0.1 -0.1 0.0 -1.409
C 2.157 2.270 -0.646 0.0 0.0 0.0 -1.306
H -0.976 0.660 4.607 0.0 0.0 0.0 0.416
H -2.171 1.119 3.373 0.0 0.0 0.0 0.426
H -0.702 2.075 3.557 0.0 0.0 0.0 0.384
H -0.161 -1.805 3.925 0.0 0.0 0.0 0.438
H -0.111 -2.371 2.238 0.0 0.0 0.0 0.327
H -1.649 -1.871 2.945 0.0 0.0 0.0 0.412
H 1.338 0.133 4.720 0.0 0.0 0.0 0.286
H 3.754 0.314 5.114 0.0 0.0 0.0 0.400
H 5.306 0.517 3.192 0.0 0.0 0.0 0.404
H 4.428 0.588 0.911 0.0 0.0 0.0 0.264
H 3.975 0.081 -1.225 0.0 0.0 0.0 0.423
H 2.631 -0.463 -2.247 0.0 0.0 0.0 0.405
H 3.093 -1.416 -0.829 0.0 0.0 0.0 0.427
H 3.172 2.537 -0.351 0.0 0.0 0.0 0.476
H 1.440 2.914 -0.135 0.0 0.0 0.0 0.334
H 2.032 2.411 -1.720 0.0 0.0 0.0 0.378
Cl -3.831 -3.899 -2.462 0.1 0.1 -0.1 -0.483
C -3.156 -3.638 -0.115 0.2 0.1 0.0 0.167
Cl -2.013 -4.916 0.098 0.0 0.0 0.0 -0.143
Cl -4.624 -3.751 0.765 0.0 0.0 0.0 -0.133
C -2.591 -2.371 -0.250 -0.1 -0.1 0.1 0.064
N -2.117 -1.325 -0.396 0.0 -0.2 -0.3 -0.734
C -2.106 -0.715 -4.104 0.0 0.0 0.0 -0.303
C -2.569 0.693 -3.694 0.0 0.0 0.0 -0.427
C -1.258 1.436 -3.536 0.0 0.1 0.0 -0.590
O -0.395 0.464 -2.920 0.1 0.0 -0.1 -0.381
C -0.650 -0.778 -3.610 0.0 0.0 0.0 -0.476
H -2.143 -0.842 -5.186 0.0 0.0 0.0 0.331
H -2.719 -1.490 -3.650 0.0 -0.1 0.0 -0.014
H -3.080 0.656 -2.730 0.0 0.0 0.0 0.084
H -3.234 1.160 -4.418 0.0 0.0 0.0 0.401
H -1.301 2.311 -2.889 0.0 0.0 0.0 0.370
H -0.837 1.715 -4.510 0.0 0.0 0.0 0.330
H -0.468 -1.593 -2.909 0.0 0.0 0.0 0.280
H 0.057 -0.862 -4.439 0.0 0.0 0.0 0.369
O -3.487 3.186 -0.085 0.2 0.0 0.1 -0.451
N -2.741 2.288 0.142 0.0 0.2 -0.1 0.183
O -1.521 2.450 -0.389 -0.3 -0.1 -0.1 -0.615
```
Positions in Å, forces in eV/Å.

no.,energy (a.u.)
1,-5612.95194
2,-2438.36605
3,-1702.18471
4,-3175.84982